(1)
# C22H23AuF5N3OS

A structure of composition C22H23AuF5N3OS (ωB97M-V/def2-TZVPD, OMol25).

Properties
Energy   -57816.730 eV
Orbital gap   6.5 eV

```
56
Properties=species:S:1:pos:R:3:forces:R:3
Au 0.3981 -0.3312 -0.1777 0.0 -0.1 -0.1
F 3.8845 2.0701 6.1011 0.0 0.0 0.0
C 3.0309 1.5825 5.1806 0.0 0.0 0.1
C 3.0515 2.0349 3.8788 0.0 0.0 -0.1
F 3.9319 2.9836 3.5139 0.0 0.0 0.0
C 2.1716 1.5210 2.9454 0.1 0.1 -0.1
F 2.2380 2.0373 1.6806 0.0 -0.1 -0.1
C 1.2178 0.5137 3.2142 -0.2 -0.2 -0.1
O 0.4091 0.0240 2.3537 0.2 0.1 0.2
C 1.2399 0.0957 4.5726 0.0 -0.1 0.0
F 0.3670 -0.8540 4.9611 0.0 0.0 0.0
C 2.1079 0.6019 5.5135 0.0 0.0 0.1
F 2.0699 0.1439 6.7756 0.0 0.0 0.0
C 4.9377 1.4144 -0.7068 0.0 0.1 0.0
C 4.5441 0.2066 -1.5529 0.0 -0.1 -0.1
C 5.2073 -1.0640 -1.0085 0.0 0.0 0.0
C 4.9564 0.4301 -3.0038 0.0 0.0 0.0
N 3.0699 0.1037 -1.5928 0.1 0.1 0.1
N 2.4843 -0.1709 -0.3174 -0.3 0.1 0.2
H 5.9958 1.6369 -0.8517 0.0 0.0 0.0
H 4.7884 1.2447 0.3618 0.0 0.0 0.0
H 4.3554 2.2891 -1.0018 0.0 0.0 0.0
H 6.2889 -1.0166 -1.1442 0.0 0.0 0.0
H 4.8422 -1.9493 -1.5375 0.0 0.0 0.0
H 5.0272 -1.1961 0.0611 0.0 0.0 0.0
H 6.0382 0.5500 -3.0723 0.0 0.0 0.0
H 4.4766 1.3258 -3.3998 0.0 0.0 0.0
H 4.6714 -0.4207 -3.6297 0.0 0.0 0.0
H 2.7948 -0.6584 -2.2015 -0.1 0.0 0.0
H 2.6420 0.6324 0.2913 0.0 0.1 -0.1
H 2.9170 -0.9759 0.1342 0.0 0.0 0.0
N -1.6333 -0.4996 0.0739 0.1 -0.1 -0.2
S -2.6784 0.2735 -0.8352 0.0 0.2 -0.1
C -4.1683 0.3324 0.1541 0.0 0.0 0.1
C -4.0125 0.3474 1.5335 0.0 0.0 0.0
C -5.1451 0.4437 2.3319 0.0 0.0 0.0
C -6.4026 0.5372 1.7547 0.0 0.0 0.0
C -6.5396 0.5419 0.3719 0.0 0.0 0.0
C -5.4205 0.4403 -0.4394 0.0 0.0 0.0
C -3.2414 -0.7386 -2.1976 0.1 -0.1 0.1
C -3.7685 -2.0047 -1.9744 0.0 0.0 -0.1
C -4.0947 -2.7972 -3.0606 0.0 0.0 0.0
C -3.8931 -2.3230 -4.3545 0.0 0.0 0.0
C -3.3656 -1.0592 -4.5657 0.0 0.0 0.0
C -3.0289 -0.2590 -3.4792 0.0 0.0 0.0
H -1.9807 -1.3787 0.4449 0.0 0.0 0.0
H -3.0226 0.2865 1.9700 0.0 0.0 0.0
H -5.0368 0.4504 3.4084 0.0 0.0 0.0
H -7.2812 0.6073 2.3830 0.0 0.0 0.0
H -7.5206 0.6204 -0.0784 0.0 0.0 0.0
H -5.5238 0.4381 -1.5170 0.0 0.0 0.0
H -3.9326 -2.3626 -0.9642 0.0 0.0 0.0
H -4.5085 -3.7844 -2.9013 0.0 0.0 0.0
H -4.1464 -2.9488 -5.2008 0.0 0.0 0.0
H -3.2073 -0.6954 -5.5725 0.0 0.0 0.0
H -2.6031 0.7266 -3.6268 0.0 0.0 0.0
```
Forces are in eV/Å.

Electronic structure analysis, Löwdin charges in units of e: 0.748, 0.086, -0.170, -0.169, 0.093, -0.146, 0.026, -0.366, -0.175, -0.152, 0.079, -0.160, 0.099, -0.041, -0.641, -0.050, -0.051, -0.059, -0.111, 0.089, 0.077, 0.094, 0.088, 0.086, 0.075, 0.086, 0.087, 0.083, 0.101, 0.054, 0.088, -0.485, 1.023, -0.388, -0.068, -0.061, -0.073, -0.071, -0.081, -0.418, -0.076, -0.063, -0.069, -0.069, -0.083, 0.025, 0.111, 0.112, 0.107, 0.108, 0.113, 0.120, 0.110, 0.108, 0.109, 0.110


(2)
# C22H23BO8

A structure of composition C22H23BO8 at a distorted geometry (ωB97M-V/def2-TZVPD, OMol25).

Properties
Energy   -40245.823 eV
Orbital gap   6.9 eV

```
54
Properties=species:S:1:pos:R:3:forces:R:3
C 6.0894 2.0295 6.4949 -0.3 -0.5 -0.1
O 5.5025 0.7197 6.3019 -0.3 0.4 0.0
C 4.1520 0.6043 6.2733 -0.7 0.3 0.1
C 3.6142 -0.6991 6.1199 0.4 0.6 0.1
C 2.2507 -0.8912 6.1341 -0.6 0.3 0.1
C 1.3443 0.1908 6.2808 1.3 0.4 -0.1
C -0.0858 -0.0248 6.2928 -1.1 0.4 0.3
O -0.8008 1.1333 6.3816 -0.3 -1.2 -0.2
C -2.1857 1.0774 6.3629 0.6 0.0 0.3
C -2.8673 -0.1531 6.2848 -0.3 0.9 0.6
C -4.2779 -0.0945 6.2657 0.0 -0.2 0.0
C -4.9406 1.1170 6.3312 -0.1 -0.3 -0.1
C -4.2237 2.3214 6.4204 0.3 -0.1 0.0
C -2.8349 2.3090 6.4449 -0.3 -0.1 -0.1
C -2.1209 -1.3653 6.2968 0.5 0.0 -1.8
C -0.7218 -1.2533 6.2351 -0.1 0.2 0.5
C 1.8930 1.4900 6.4011 -0.2 -0.4 -0.1
C 3.2617 1.7046 6.4016 0.7 -0.6 0.0
H 7.1639 1.8411 6.4874 -0.2 0.1 0.0
H 5.8186 2.7100 5.6758 0.1 -0.2 0.2
H 5.7880 2.4632 7.4586 0.0 -0.2 -0.2
H 4.3038 -1.5333 6.0052 -0.2 0.2 0.0
H 1.8411 -1.8934 6.0341 0.3 0.1 0.0
H -4.8023 -1.0501 6.2313 0.0 0.3 0.0
H -6.0316 1.1320 6.3229 0.4 0.0 0.0
H -4.7563 3.2715 6.4751 0.2 -0.3 0.0
H -2.2471 3.2226 6.5205 -0.1 -0.3 0.0
H -2.6109 -2.2746 5.9475 0.1 0.3 0.2
H -0.1209 -2.1460 6.2439 -0.1 -0.1 -0.1
H 1.2446 2.3563 6.5004 0.0 -0.2 0.0
H 3.6549 2.7175 6.5086 -0.2 -0.4 0.0
C 0.0030 -5.9253 8.7626 0.0 0.1 -0.1
C -0.7575 -4.6568 8.4435 0.1 0.5 -0.2
O -2.0387 -4.7519 8.7613 0.8 0.3 -0.6
B -2.9699 -3.6154 8.5978 0.5 0.9 -0.5
H -2.5506 -2.6405 7.6187 -0.8 -1.7 2.1
O -4.2654 -4.2878 8.3584 -0.2 0.6 -1.1
C -4.8671 -4.2536 7.1737 0.5 0.4 -0.1
C -6.0984 -5.1278 7.1582 -0.1 0.2 -0.1
O -4.4786 -3.6085 6.2017 -0.4 -0.6 0.8
O -3.0319 -2.9925 9.9371 -0.3 1.0 -0.3
C -3.6345 -1.8051 10.0493 0.1 -0.5 -0.1
C -3.6070 -1.2704 11.4607 0.1 0.0 0.0
O -4.1649 -1.2146 9.1289 0.1 0.0 0.2
O -0.2190 -3.6651 7.9583 -0.3 -0.8 0.4
H -0.6458 -6.7947 8.6331 0.1 0.1 0.1
H 0.8833 -5.9965 8.1238 -0.1 0.0 0.1
H 0.3359 -5.8819 9.8041 -0.1 0.0 -0.1
H -6.7077 -4.9165 8.0422 0.1 -0.1 -0.1
H -6.6740 -4.9496 6.2481 0.1 0.0 0.1
H -5.7993 -6.1789 7.1920 0.0 0.1 0.1
H -2.8994 -1.8316 12.0735 -0.1 0.1 0.0
H -3.3452 -0.2097 11.4380 0.0 -0.1 0.0
H -4.6111 -1.3479 11.8884 0.1 0.0 -0.1
```
Forces are in eV/Å.

Electronic structure analysis, Löwdin charges in units of e: -0.054, -0.078, -0.252, 0.016, 0.006, -0.137, -0.129, 0.093, -0.139, -0.123, 0.009, -0.054, -0.050, 0.008, 0.041, 0.035, 0.002, -0.004, 0.093, 0.096, 0.097, 0.125, 0.117, 0.122, 0.113, 0.112, 0.124, 0.108, 0.095, 0.120, 0.106, 0.015, -0.517, 0.143, -0.622, 0.152, 0.143, -0.511, 0.015, 0.046, 0.136, -0.527, 0.015, 0.078, 0.047, 0.085, 0.080, 0.090, 0.088, 0.082, 0.089, 0.082, 0.083, 0.088


(3)
# C22H23ClN4O3

The molecule C22H23ClN4O3 (ωB97M-V/def2-TZVPD, OMol25).

Properties
Relative energy (zero: lowest compared OMol25 entry of this formula, charge and spin)   0.38 kcal/mol
Energy   -47814.275 eV
Orbital gap   6.6 eV

```
53
Properties=species:S:1:pos:R:3:forces:R:3
C 2.8039 3.3951 3.5738 0.0 -0.1 0.0
N 2.3800 2.0126 3.5692 0.0 0.0 0.0
C 1.2442 1.8038 2.6901 -0.2 -0.2 0.1
C 0.7808 0.3538 2.7987 -0.2 0.2 0.0
N 1.8624 -0.5425 2.4566 0.1 0.2 0.2
C 1.5897 -1.7938 1.9444 -0.1 -0.3 -0.1
C 2.1132 -2.9579 2.5217 -0.1 0.2 0.0
C 1.8117 -4.2169 2.0441 -0.1 -0.1 -0.2
C 0.9499 -4.3458 0.9687 0.0 0.2 0.1
Cl 0.5157 -5.9166 0.3857 -0.1 -0.2 -0.1
C 0.4459 -3.2209 0.3433 0.1 -0.1 0.2
C 0.7870 -1.9538 0.7952 0.3 -0.1 0.2
N 0.3058 -0.8597 0.0479 -0.4 -0.4 0.1
C 1.0706 0.1648 -0.4096 -0.2 0.5 -0.3
O 2.2317 0.3504 -0.1285 0.3 0.0 -0.2
C 0.2925 1.0902 -1.3476 0.2 0.0 0.1
C 0.0453 0.4120 -2.7090 0.1 0.0 0.0
N -1.3508 0.4359 -3.0900 0.3 -0.1 0.0
C -1.8540 1.2351 -4.1169 0.2 0.1 -0.1
O -1.1941 1.9837 -4.7869 -0.1 0.0 0.0
C -3.3044 0.9354 -4.1682 -0.6 -0.3 0.2
C -4.2964 1.4270 -4.9899 0.2 0.0 0.1
C -5.5883 0.9430 -4.8028 0.1 0.1 -0.1
C -5.8676 0.0002 -3.8256 0.0 -0.1 0.1
C -4.8662 -0.4960 -2.9959 0.2 0.0 0.0
C -3.5869 -0.0157 -3.1819 -0.3 0.4 -0.5
C -2.3232 -0.3337 -2.4825 0.2 0.1 0.0
O -2.1249 -1.0956 -1.5627 -0.1 -0.1 0.1
C 3.0075 -0.3315 3.3078 0.2 0.2 -0.1
C 3.4552 1.1224 3.1675 0.0 -0.2 0.2
H 3.1271 3.7445 2.5806 0.0 0.0 0.0
H 1.9770 4.0194 3.9105 0.0 0.1 0.0
H 3.6332 3.5106 4.2702 0.0 0.1 0.0
H 0.4335 2.4689 2.9997 0.0 0.0 0.0
H 1.5059 2.0250 1.6418 0.0 0.0 0.1
H -0.0738 0.1814 2.1458 0.1 0.0 0.1
H 0.4673 0.1693 3.8400 -0.1 0.0 -0.1
H 2.7479 -2.8772 3.3893 0.1 0.0 0.1
H 2.2213 -5.0936 2.5203 0.0 -0.1 0.0
H -0.2017 -3.3200 -0.5150 0.0 0.0 -0.1
H -0.5841 -1.0210 -0.4210 0.1 0.2 0.0
H -0.6616 1.3452 -0.8823 0.0 0.0 0.0
H 0.8679 2.0059 -1.4786 0.0 -0.1 0.1
H 0.5905 0.9254 -3.5030 -0.1 -0.1 0.1
H 0.3708 -0.6327 -2.6779 0.0 0.1 -0.1
H -4.0721 2.1599 -5.7489 0.0 0.1 -0.1
H -6.3867 1.3081 -5.4311 -0.1 0.0 0.0
H -6.8793 -0.3568 -3.7062 -0.1 0.0 0.0
H -5.0762 -1.2309 -2.2346 0.0 -0.1 0.1
H 3.8211 -0.9814 2.9849 0.0 0.0 0.0
H 2.7693 -0.5328 4.3648 0.1 0.0 0.0
H 4.3170 1.3016 3.8146 0.0 0.0 0.0
H 3.7497 1.2963 2.1191 0.0 0.0 0.0
```
Forces are in eV/Å.

Electronic structure analysis, Löwdin charges in units of e: -0.105, -0.226, -0.185, -0.134, -0.107, -0.164, -0.008, -0.110, -0.683, 0.656, -0.041, -0.150, 0.122, -0.494, 0.083, -0.051, -0.087, 0.036, -0.344, 0.143, -0.073, 0.012, -0.056, -0.057, 0.012, -0.073, -0.338, 0.114, -0.154, -0.182, 0.089, 0.082, 0.082, 0.122, 0.115, 0.117, 0.131, 0.105, 0.104, 0.113, 0.099, 0.125, 0.122, 0.131, 0.140, 0.124, 0.108, 0.108, 0.123, 0.125, 0.129, 0.120, 0.128


(4)
# C22H23ClN4O5S

The molecule C22H23ClN4O5S at a distorted geometry (ωB97M-V/def2-TZVPD, OMol25).

Properties
Relative energy (zero: lowest compared OMol25 entry of this formula, charge and spin)   0.00 kcal/mol
Energy   -62745.027 eV
Orbital gap   9.1 eV

```
56
Properties=species:S:1:pos:R:3:forces:R:3
C -3.1188 -2.1483 1.0305 0.4 0.0 0.0
N -4.4712 -2.1533 0.5364 -0.2 0.3 -1.0
C -5.4964 -1.8833 1.5117 -0.4 0.1 0.2
S -4.6675 -1.4463 -0.9621 0.0 -0.3 0.2
O -6.0339 -1.6010 -1.3462 0.0 0.1 0.2
O -3.6510 -1.9878 -1.8116 0.3 0.2 0.1
C -4.2562 0.2954 -0.6982 -0.2 -0.6 -0.1
C -2.9365 0.6389 -0.9102 0.2 0.2 0.0
C -2.4867 1.9349 -0.6603 -0.5 0.0 0.2
N -1.1420 2.2053 -0.8954 0.1 -0.4 -0.2
C -0.4490 3.3338 -0.5928 0.5 -0.2 -0.2
O -0.9098 4.3353 -0.1009 -0.1 0.3 0.1
C 1.0371 3.2232 -0.9785 -0.1 0.3 -0.1
N 1.7431 2.1771 -0.2711 0.0 0.2 0.0
C 2.7284 2.4771 0.7027 0.0 0.0 0.1
O 3.0597 3.5826 1.0248 0.1 0.4 0.1
N 3.1758 1.2880 1.1570 0.1 -0.2 0.2
C 2.6299 0.1507 0.4421 -0.1 -0.3 0.1
C 1.8704 -0.8100 1.3663 0.1 0.0 0.0
C 2.8138 -1.8279 1.9910 -0.2 -0.1 -0.2
C 3.4058 -2.6961 0.8884 0.0 0.0 0.2
C 4.0691 -1.8606 -0.1680 0.0 0.1 0.0
C 5.0703 -2.4145 -0.9590 0.1 0.0 -0.1
C 5.7049 -1.6736 -1.9364 0.0 -0.1 0.0
C 5.3519 -0.3487 -2.1327 -0.1 0.2 0.0
C 4.3593 0.2146 -1.3554 0.1 -0.1 0.0
C 3.7066 -0.5339 -0.3802 0.1 -0.1 -0.1
C 1.6304 0.8424 -0.4800 0.0 0.0 0.1
O 0.8546 0.3017 -1.2388 0.1 -0.2 -0.2
C -3.3951 2.8856 -0.1927 0.1 0.1 0.0
C -4.7169 2.5402 0.0087 -0.1 -0.4 -0.1
C -5.1564 1.2435 -0.2367 0.1 0.2 0.0
Cl -6.8081 0.8464 0.0160 -0.5 0.3 0.2
H -2.8437 -1.1851 1.4814 0.0 0.0 0.0
H -3.0069 -2.9349 1.7772 0.0 0.0 0.0
H -2.4663 -2.3572 0.1868 0.2 0.0 0.2
H -5.5136 -2.6888 2.2469 0.0 0.0 0.0
H -6.4473 -1.8603 0.9863 -0.1 0.0 0.2
H -5.3373 -0.9298 2.0309 0.0 0.0 0.0
H -2.2691 -0.1176 -1.2936 0.2 0.0 0.0
H -0.6122 1.4225 -1.2839 0.0 0.3 0.1
H 1.1105 3.0446 -2.0563 0.0 0.0 0.1
H 1.5287 4.1644 -0.7166 -0.2 -0.2 -0.1
H 3.9669 1.2203 1.7739 0.0 0.1 -0.1
H 1.1183 -1.3298 0.7681 0.0 0.0 0.0
H 1.3585 -0.2250 2.1331 0.0 0.0 -0.1
H 2.2680 -2.4470 2.7039 0.1 0.0 0.1
H 3.6127 -1.3149 2.5307 0.1 0.0 0.1
H 2.6064 -3.2806 0.4222 0.0 -0.1 0.1
H 4.1282 -3.4021 1.3023 0.0 0.0 -0.1
H 5.3519 -3.4448 -0.7969 0.0 -0.1 0.0
H 6.4776 -2.1245 -2.5402 0.1 0.0 -0.1
H 5.8464 0.2428 -2.8876 0.0 0.1 -0.1
H 4.0883 1.2506 -1.5041 0.0 0.1 0.0
H -3.0593 3.8899 0.0066 0.0 0.0 0.0
H -5.4221 3.2758 0.3604 -0.1 0.1 0.0
```
Forces are in eV/Å.

Electronic structure analysis, Löwdin charges in units of e: -0.108, -0.335, -0.119, 0.642, -0.311, -0.284, -0.266, 0.001, -0.191, 0.143, -0.425, 0.092, -0.005, 0.086, -0.482, 0.121, 0.184, -0.297, -0.096, -0.174, -0.139, -0.159, -0.031, -0.073, -0.069, -0.012, -0.088, -0.362, 0.105, 0.014, -0.077, -0.635, 0.759, 0.091, 0.094, 0.080, 0.093, 0.065, 0.085, 0.119, 0.106, 0.146, 0.136, 0.171, 0.127, 0.131, 0.116, 0.119, 0.131, 0.120, 0.115, 0.105, 0.105, 0.121, 0.106, 0.110


> Which formula does entry 1 have?

C22H23AuF5N3OS